i | A single CH3NO2S molecule, computed with ωB97M-V with the def2-TZVPD basis set.

Element x y z (Å)
C1 -0.022 -0.200 -0.008
S1 -1.845 -0.755 0.317
O1 -2.475 -1.032 -0.976
N1 -2.350 0.867 0.820
O2 -2.919 1.598 0.072
H1 0.102 0.771 0.464
H2 0.065 -0.357 -1.072
H3 0.611 -0.750 0.663

SMILES: CS(=O)#[N+][O-]
Kohn-Sham gap in eV: 8.30
Lowest unoccupied orbital energy in eV: -0.9
Molecular weight in g/mol: 93.11
Highest occupied orbital energy in eV: -9.2



ii | A single CH3NO2S molecule, computed with ωB97M-V with the def2-TZVPD basis set.

Element x y z (Å)
N1 -0.994 0.347 0.122
C1 -0.207 -0.327 -0.646
S1 1.603 -0.058 -0.303
O1 1.238 -1.258 0.605
O2 1.548 1.232 0.329
H1 -1.858 -0.046 0.556
H2 -0.810 1.411 0.323
H3 -0.520 -1.302 -0.987

SMILES: NC=S(=O)=O
Kohn-Sham gap in eV: 9.13
Lowest unoccupied orbital energy in eV: 0.0
Molecular weight in g/mol: 93.11
Highest occupied orbital energy in eV: -9.1



iii | A single CH3NO2S molecule, computed with ωB97M-V with the def2-TZVPD basis set.

Element x y z (Å)
C1 -1.129 0.387 -0.321
N1 1.112 0.361 0.557
O1 -1.665 1.296 0.208
O2 0.042 -2.123 -0.250
S1 -0.149 -0.840 0.651
H1 -1.279 0.180 -1.382
H2 1.952 -0.032 0.906
H3 1.117 0.771 -0.368

Kohn-Sham gap in eV: 9.57
Lowest unoccupied orbital energy in eV: -0.2
Molecular weight in g/mol: 93.11
Highest occupied orbital energy in eV: -9.8



iv | A molecular structure, CH3NO2S, computed with ωB97M-V with the def2-TZVPD basis set.

Element x y z (Å)
C1 -0.497 -0.906 -0.441
N1 0.447 0.701 1.181
O1 1.244 0.127 1.881
O2 -0.020 2.169 -0.804
S1 0.787 1.048 -0.546
H1 -0.310 -1.268 -1.371
H2 -1.262 -0.211 -0.173
H3 -0.389 -1.661 0.273

Kohn-Sham gap in eV: 8.39
Lowest unoccupied orbital energy in eV: -0.7
Molecular weight in g/mol: 93.11
Highest occupied orbital energy in eV: -9.1



Most stable: iii



i | A gas-phase ion, C3H2FO3 (charge -1), computed with ωB97M-V with the def2-TZVPD basis set.

Element x y z (Å)
C1 -3.045 -0.737 0.044
C2 0.110 0.235 0.131
C3 -2.341 0.622 0.205
O1 -4.259 -0.685 -0.168
O2 -2.260 -1.695 0.114
O3 -1.059 0.872 0.045
F1 -3.023 1.804 -0.015
H1 0.150 -0.836 0.202
H2 0.930 0.825 -0.233

Kohn-Sham gap (alpha / beta) in eV: 7.35 / 7.89
Total charge: -1
Lowest unoccupied orbital energy (alpha / beta) in eV: 4.1 / 4.2
Molecular weight in g/mol: 105.04
Highest occupied orbital energy (alpha / beta) in eV: -3.2 / -3.7



ii | A molecular structure, C3H2FO3, computed with ωB97M-V with the def2-TZVPD basis set.

Element x y z (Å)
C1 -1.665 0.158 -0.042
C2 1.421 0.356 0.006
C3 -0.445 -0.395 0.285
O1 -1.097 -0.431 -1.096
O2 -2.629 0.895 0.133
O3 2.004 1.129 0.786
F1 -0.237 -1.638 0.861
H1 1.501 -0.722 0.114
H2 1.146 0.647 -1.046

Kohn-Sham gap in eV: 7.69
Total charge: -1
Lowest unoccupied orbital energy in eV: 4.1
Molecular weight in g/mol: 105.04
Highest occupied orbital energy in eV: -3.6



Most stable: i



i | 3 unconnected molecules or ions with the total composition CH8N2O2, computed with ωB97M-V with the def2-TZVPD basis set.

Element x y z (Å)
H1 2.365 -2.008 0.900
N1 1.513 -1.540 0.609
C1 0.888 -2.052 -0.366
N2 -0.183 -1.384 -0.951
H2 0.981 -3.098 -0.664
H3 -0.082 -0.396 -0.746
H4 -1.067 -1.845 -0.931
O1 -1.441 1.581 1.655
H5 -0.496 1.793 1.680
H6 -1.765 2.319 1.090
O2 -0.434 2.289 -0.939
H7 0.458 2.265 -0.549
H8 -0.505 2.486 -1.875

SMILES: [H]/N=C/N.O.O
Kohn-Sham gap in eV: 10.02
Lowest unoccupied orbital energy in eV: 0.6
Molecular weight in g/mol: 80.09
Highest occupied orbital energy in eV: -9.4



ii | 3 unconnected molecules or ions with the total composition CH8N2O2, computed with ωB97M-V with the def2-TZVPD basis set.

Element x y z (Å)
H1 1.286 -0.843 2.147
N1 0.953 -0.530 1.337
C1 0.432 -1.489 0.612
N2 -0.405 -1.521 -0.515
H2 0.826 -2.503 0.813
H3 -1.007 -0.798 -0.739
H4 -0.572 -2.466 -1.034
O1 -1.127 0.954 -1.653
H5 -0.554 1.482 -1.032
H6 -1.862 1.486 -1.767
O2 0.487 2.177 0.258
H7 0.869 2.759 0.886
H8 0.672 1.293 0.685

SMILES: [H]/N=C/N.O.O
Kohn-Sham gap in eV: 10.26
Lowest unoccupied orbital energy in eV: 0.9
Molecular weight in g/mol: 80.09
Highest occupied orbital energy in eV: -9.3



Most stable: ii



i | A single C3H3Cl2NO molecule, computed with ωB97M-V with the def2-TZVPD basis set.

Element x y z (Å)
O1 -1.685 -1.866 -0.786
C1 -0.922 -0.971 -0.495
N1 0.178 -0.970 0.318
C2 0.363 0.466 0.238
Cl1 1.827 0.790 -0.643
C3 -0.890 0.564 -0.703
Cl2 -2.312 1.417 -0.058
H1 0.818 -1.711 0.208
H2 0.533 0.794 1.273
H3 -0.821 0.820 -1.787

SMILES: O=C1N[C@@H](Cl)[C@@H]1Cl
Kohn-Sham gap in eV: 11.02
Lowest unoccupied orbital energy in eV: 0.7
Molecular weight in g/mol: 139.97
Highest occupied orbital energy in eV: -10.3



ii | A molecular structure, C3H3Cl2NO, computed with ωB97M-V with the def2-TZVPD basis set.

Element x y z (Å)
C1 1.164 -0.563 0.485
C2 0.515 0.448 -0.467
C3 -0.952 0.356 -0.221
N1 0.398 -1.286 1.178
O1 -0.865 -1.053 1.042
Cl1 -1.915 1.518 0.584
Cl2 -1.826 -0.350 -1.529
H1 2.182 -0.610 0.632
H2 0.830 1.513 -0.215
H3 0.469 0.026 -1.490

Kohn-Sham gap in eV: 9.99
Lowest unoccupied orbital energy in eV: 0.4
Molecular weight in g/mol: 139.97
Highest occupied orbital energy in eV: -9.6



Most stable: i